[1]
Here is an isolated molecule of C3H4O3S from OMol25. Energies are from ωB97M-V with the def2-TZVPD basis set.

Structure (ORCA input):
```
! wB97M-V def2-TZVPD RIJCOSX def2/J DEFGRID3
* xyz 0 1
C 0.6190 0.7519 -0.6063
C -0.5816 0.6329 0.1871
C 0.3277 -1.1833 0.8640
O -0.2012 -0.1216 1.3952
O -1.5295 -0.0903 -0.4982
O -1.0443 -1.3438 -0.6548
S 1.6245 -0.6444 -0.3138
H 0.2993 1.0395 -1.6949
H 1.2733 1.6656 -0.4656
H -1.0891 1.4754 0.4960
H 0.3019 -2.1820 1.2914
*
```

Calculated values
HOMO-LUMO gap, eV: 9.02
E, eV: -20147.959
Energy above the lowest of the compared OMol25 structures with the same formula, charge and spin, kJ/mol: 619.0
E_LUMO, eV: 0.366

***

[2]
Here is a structure of composition C20H33Cl2IrSSbSi from OMol25. Energies are from ωB97M-V with the def2-TZVPD basis set.

Structure (ORCA input):
```
! wB97M-V def2-TZVPD RIJCOSX def2/J DEFGRID3
* xyz 2 2
Ir -0.3715 -1.3468 1.0186
Cl -1.1870 -3.6110 1.3473
C -2.9297 -3.3821 1.2383
C -3.7526 -4.4132 1.6081
C -5.1290 -4.2082 1.5065
C -5.6450 -3.0064 1.0482
C -4.7898 -1.9797 0.6825
Cl -5.4195 -0.4909 0.1142
C -3.3985 -2.1510 0.7790
S -2.3468 -0.8512 0.2827
H -3.3505 -5.3533 1.9590
H -5.8037 -5.0050 1.7884
H -6.7130 -2.8558 0.9755
C 2.9973 2.7041 3.5803
Si 1.2566 2.9744 2.9893
C 1.1061 4.2725 1.6603
C 0.0527 3.2203 4.3756
C 0.7393 1.3568 2.1333
C 0.3652 0.3085 1.6231
H 3.3628 3.6045 4.0779
H 3.6735 2.4875 2.7518
H 3.0519 1.8840 4.2970
H 1.3731 5.2510 2.0646
H 0.0855 4.3430 1.2806
H 1.7813 4.0723 0.8257
H 0.2817 4.1448 4.9091
H 0.1041 2.3989 5.0916
H -0.9703 3.2935 4.0030
C 0.4106 1.7481 -3.1240
C 0.2834 1.5772 -1.6098
C -1.0988 1.9686 -1.1059
Sb 0.7811 -0.4501 -1.1070
C 0.2110 -1.7086 -2.7572
C -1.2824 -1.6671 -3.0485
C 0.7284 -3.1244 -2.5329
C 2.9092 -0.7487 -0.8854
C 3.5383 -0.3985 -2.2359
C 3.5230 0.0431 0.2565
H 0.2522 2.7985 -3.3748
H -0.3488 1.1732 -3.6574
H 1.3895 1.4673 -3.5100
H 1.0487 2.1509 -1.0857
H -1.8837 1.3801 -1.5857
H -1.2804 3.0136 -1.3651
H -1.1924 1.8782 -0.0220
H 0.7541 -1.2358 -3.5813
H -1.8548 -2.1644 -2.2621
H -1.4777 -2.2044 -3.9784
H -1.6661 -0.6530 -3.1697
H 0.2195 -3.6023 -1.6918
H 1.8037 -3.1621 -2.3549
H 0.5263 -3.7279 -3.4197
H 3.0029 -1.8212 -0.7043
H 3.4665 0.6692 -2.4446
H 3.1075 -0.9539 -3.0706
H 4.6006 -0.6469 -2.1998
H 3.3740 1.1163 0.1244
H 4.5993 -0.1411 0.2592
H 3.1310 -0.2356 1.2329
*
```

Calculated values
HOMO-LUMO gap (spin up / spin down), eV: 6.76 / 5.55
E, eV: -74392.922
E_LUMO (spin up / spin down), eV: -8.285 / -9.448

***

[3]
Here is an isolated molecule of C3H6O2S2 from OMol25. Energies are from ωB97M-V with the def2-TZVPD basis set.

Structure (ORCA input):
```
! wB97M-V def2-TZVPD RIJCOSX def2/J DEFGRID3
* xyz 0 1
C -0.2385 0.0162 0.2462
C -1.1752 -1.1497 -0.0366
O -2.4870 -0.8375 -0.0703
O -0.7784 -2.2787 -0.1174
C 0.9153 -0.0009 -0.7310
S 2.3341 1.0607 -0.3479
S 1.4477 2.6998 0.5471
H 0.1296 -0.0601 1.2512
H -0.8912 0.8929 0.1994
H -2.8695 -1.6355 -0.4695
H 1.3346 -0.9855 -0.5003
H 0.6098 -0.0013 -1.7719
H 1.6688 2.2795 1.8011
*
```

Calculated values
HOMO-LUMO gap, eV: 9.70
E, eV: -28974.030
Energy above the lowest of the compared OMol25 structures with the same formula, charge and spin, kJ/mol: 25.4
E_LUMO, eV: 0.415

***

[4]
Here is an isolated molecule of C3H7ClSi from OMol25. Energies are from ωB97M-V with the def2-TZVPD basis set.

Structure (ORCA input):
```
! wB97M-V def2-TZVPD RIJCOSX def2/J DEFGRID3
* xyz 0 1
C 1.1266 0.8974 0.8676
C 0.3166 0.0719 0.2010
C 0.6212 -1.3425 -0.2079
Si -1.3893 0.8055 -0.5546
Cl -2.8474 -0.3169 0.2909
H 0.9344 1.8585 1.0649
H 2.0442 0.5133 1.1350
H -0.1798 -1.7383 -0.7077
H 0.7990 -1.9158 0.7405
H 1.6026 -1.4818 -0.7879
H -1.2703 0.5217 -1.9420
H -1.7579 2.1271 -0.0999
*
```

Calculated values
HOMO-LUMO gap, eV: 10.61
E, eV: -23624.386
Energy above the lowest of the compared OMol25 structures with the same formula, charge and spin, kJ/mol: 13.3
E_LUMO, eV: 0.860